Record 1
8 unconnected molecules or ions with the total composition C29H32FNO25S. Source: the Open Molecules 2025 dataset; level of theory: the ωB97M-V functional and the def2-TZVPD basis.

Each line ends with the Löwdin charge.
Atoms and positions in Å:
O 0.40024 0.69084 -0.79519  0.16
C 0.37718 -0.01075 0.17233  -0.34
N -0.79435 -0.79888 0.58343  0.14
C -0.15386 -1.98105 1.21768  -0.34
O -0.61096 -3.07953 1.21074  0.17
C 1.14248 -1.47600 1.80090  -0.09
C 1.95146 -1.98488 2.79401  0.03
C 3.06380 -1.22925 3.11204  -0.24
S 4.07822 -1.75737 4.43687  0.66
O 3.51730 -2.89838 5.06825  -0.24
O 4.50937 -0.62317 5.18354  -0.25
F 5.33437 -2.24928 3.63800  -0.13
C 3.40931 -0.04486 2.44554  -0.02
C 2.60096 0.43737 1.44048  0.03
C 1.45952 -0.29100 1.15051  -0.07
H -1.13321 -0.26709 1.39057  0.15
H 1.72648 -2.90793 3.30836  0.14
H 4.29611 0.49815 2.74037  0.13
H 2.82627 1.36242 0.92847  0.12
C -1.78794 1.59103 -2.93354  -0.11
C -2.52043 0.41384 -2.32616  -0.10
O -3.80333 0.49833 -2.97702  0.06
C -3.64911 1.16344 -4.13730  -0.60
O -4.49542 1.27306 -4.97104  0.14
O -2.42135 1.71426 -4.21867  0.06
H -0.72637 1.40711 -3.03557  0.10
H -1.95006 2.51776 -2.37830  0.13
H -2.05395 -0.53863 -2.57805  0.13
H -2.63457 0.48321 -1.24975  0.12
C 2.04519 -6.88142 -0.93473  -0.10
C 1.28789 -5.96184 -1.87607  -0.10
O 1.04548 -4.82047 -1.04501  0.07
C 1.97154 -4.79966 -0.06921  -0.56
O 2.13211 -3.88248 0.67613  0.16
O 2.68259 -5.94070 -0.05229  0.08
H 2.79406 -7.49555 -1.42568  0.14
H 1.38932 -7.51968 -0.34944  0.10
H 1.88387 -5.64717 -2.73422  0.13
H 0.34460 -6.37281 -2.22356  0.13
C -5.36378 4.35125 -3.23334  -0.09
C -6.73175 4.39406 -2.58038  -0.10
O -6.42787 4.05024 -1.22044  0.07
C -5.13555 4.34217 -0.98040  -0.58
O -4.61550 4.33252 0.08878  0.16
O -4.49596 4.66098 -2.13050  0.03
H -5.23909 5.07938 -4.02974  0.14
H -5.11341 3.36082 -3.60922  0.11
H -7.17250 5.39200 -2.59659  0.13
H -7.43548 3.68014 -2.99753  0.14
C -0.71513 -9.03948 3.59478  -0.11
C -1.65138 -9.36478 2.44462  -0.11
O -0.79580 -9.19963 1.30796  0.06
C 0.48630 -9.35526 1.70877  -0.57
O 1.41661 -9.42757 0.97255  0.16
O 0.56063 -9.40302 3.05456  0.07
H -0.91147 -9.61167 4.49671  0.13
H -0.70161 -7.97515 3.83316  0.13
H -2.00057 -10.39794 2.47036  0.13
H -2.50269 -8.69486 2.36781  0.13
C 3.02655 4.17838 5.53155  -0.10
C 3.26380 2.68404 5.40949  -0.11
O 2.83394 2.42688 4.06451  0.04
C 2.92440 3.57519 3.35697  -0.57
O 2.81075 3.64779 2.17512  0.16
O 3.16890 4.61850 4.17416  0.07
H 3.74890 4.68751 6.16255  0.13
H 2.01661 4.41509 5.86900  0.13
H 4.31606 2.41229 5.49602  0.13
H 2.68130 2.08618 6.10390  0.14
C -1.55667 7.57970 -0.55513  -0.11
C -2.53563 7.33413 -1.68716  -0.11
O -3.07441 8.64367 -1.90564  0.06
C -2.18453 9.55859 -1.45466  -0.58
O -2.26172 10.72769 -1.64021  0.16
O -1.19345 8.94982 -0.76183  0.06
H -0.67228 6.95029 -0.59495  0.13
H -2.02565 7.48424 0.42515  0.13
H -2.03933 7.00299 -2.60134  0.14
H -3.32370 6.63513 -1.43273  0.11
C 3.41969 -0.12032 -4.35845  -0.11
C 2.59006 1.03712 -3.83167  -0.11
O 1.26871 0.49127 -3.86327  0.03
C 1.35393 -0.85765 -3.80821  -0.57
O 0.43091 -1.58471 -3.64237  0.17
O 2.63737 -1.25398 -3.96618  0.06
H 4.41056 -0.18567 -3.91824  0.13
H 3.50336 -0.11212 -5.44622  0.13
H 2.83523 1.29358 -2.79969  0.13
H 2.63753 1.92918 -4.44977  0.13

Output
SMILES string = O=C1NC(=O)c2cc(S(=O)(=O)F)ccc21.O=C1OCCO1.O=C1OCCO1.O=C1OCCO1.O=C1OCCO1.O=C1OCCO1.O=C1OCCO1.O=C1OCCO1
Gap between HOMO and LUMO = 9.58 eV
E_LUMO = -0.032 Ha
E = -3558.1667 Eh

***

Record 2
2 unconnected molecules or ions with the total composition C29H32N in a non-equilibrium geometry. Source: the Open Molecules 2025 dataset; level of theory: the ωB97M-V functional and the def2-TZVPD basis.

Each line ends with the natural charge from an NBO analysis.
Atoms and positions in Å:
C 3.78589 -4.67787 2.24390  -0.66
C 2.48098 -3.96414 2.30729  0.13
C 1.30480 -4.60296 1.92777  -0.24
C 0.09437 -3.95938 1.99961  -0.09
C -0.00658 -2.63059 2.46368  -0.11
C -1.29878 -2.04590 2.53480  0.10
C -1.75223 -0.81186 3.07136  -0.11
C -3.10750 -0.46682 2.88332  -0.09
C -3.61903 0.71391 3.36175  -0.24
C -2.81644 1.61661 4.05186  0.12
C -3.37650 2.90413 4.54658  -0.66
C -1.48745 1.27614 4.28188  -0.22
C -0.96882 0.09204 3.81939  -0.12
C 1.20283 -1.98377 2.79411  -0.11
C 2.40679 -2.64026 2.72766  -0.23
H 4.58836 -4.08067 2.67860  0.23
H 3.74058 -5.61824 2.79421  0.25
H 4.05985 -4.90363 1.21269  0.25
H 1.35180 -5.61798 1.57269  0.24
H -0.80508 -4.46950 1.69937  0.22
H -2.08094 -2.65487 2.11076  0.22
H -3.74633 -1.15651 2.35847  0.23
H -4.65827 0.94864 3.20855  0.24
H -2.59488 3.55183 4.94542  0.23
H -3.87248 3.44555 3.74032  0.25
H -4.10685 2.73620 5.33894  0.25
H -0.85968 1.94850 4.84192  0.23
H 0.03084 -0.16629 4.10193  0.22
H 1.20804 -0.94104 3.03630  0.22
H 3.31103 -2.12057 2.99635  0.23
C -2.84601 3.76117 -2.05089  -0.41
C -1.48057 3.94314 -2.76186  -0.41
C -0.88421 2.53017 -2.89168  -0.21
N -1.97828 1.56921 -2.62823  -0.44
C -1.78412 0.16301 -2.62686  0.18
C -0.54137 -0.35643 -2.62359  -0.26
C -0.28691 -1.81017 -2.41520  -0.42
C -1.38901 -2.46593 -1.55791  -0.41
C -2.76162 -2.02854 -1.98427  0.00
C -2.93693 -0.75110 -2.53591  -0.10
C -4.18859 -0.40190 -3.03652  -0.13
C -5.25659 -1.26924 -2.93812  -0.23
C -5.08715 -2.51002 -2.35609  -0.20
C -3.84283 -2.88990 -1.89283  -0.21
C -2.97870 2.25256 -1.77440  -0.21
H -2.90339 4.34633 -1.12378  0.21
H -3.66857 4.11087 -2.68802  0.22
H -1.60914 4.40158 -3.75090  0.22
H -0.81608 4.61056 -2.19651  0.21
H -0.44940 2.33831 -3.87756  0.21
H -0.10240 2.37240 -2.14314  0.17
H 0.29681 0.31004 -2.70567  0.21
H -0.22675 -2.31202 -3.38817  0.21
H 0.69725 -1.94984 -1.94988  0.21
H -1.31961 -3.55861 -1.60897  0.21
H -1.24674 -2.21151 -0.50253  0.18
H -4.31239 0.54525 -3.53232  0.21
H -6.22465 -0.98177 -3.31905  0.22
H -5.92086 -3.18989 -2.27510  0.22
H -3.69973 -3.86849 -1.46421  0.20
H -2.74076 2.01550 -0.73363  0.16
H -3.98275 1.87124 -1.97097  0.21

Output
Net charge = +1
Gap between HOMO and LUMO = 3.74 eV
E_LUMO = -0.205 Ha
E = -1178.7516 Eh

***

Record 3
A molecular structure, C29H33B2CaN12O2 in a non-equilibrium geometry. Source: the Open Molecules 2025 dataset; level of theory: the ωB97M-V functional and the def2-TZVPD basis.

Each line ends with the Löwdin charge.
Atoms and positions in Å:
Ca 0.44561 0.15237 0.24019  1.15
C 0.31126 -3.71974 -0.82622  -0.03
C -0.92331 -3.18164 -0.18440  -0.35
C -2.20902 -3.73945 -0.17568  0.00
C -2.97746 -2.85678 0.54972  -0.28
C -4.42761 -2.94462 0.89216  -0.03
N -2.18185 -1.83946 0.94400  0.02
N -0.90742 -2.04145 0.48950  0.03
B -2.50216 -0.70473 1.94531  -0.51
N -1.44258 -0.63596 3.05527  0.02
N -0.12946 -0.33414 2.81456  0.05
C 0.48260 -0.35639 3.98265  -0.35
C 1.94650 -0.08281 4.09599  -0.03
C -0.42097 -0.67497 5.01171  0.00
C -1.63112 -0.84297 4.37820  -0.29
C -2.96185 -1.18807 4.96093  -0.04
N -2.69357 0.70061 1.27168  0.03
N -1.62136 1.52164 1.03838  0.04
C -2.11519 2.72653 0.78823  -0.38
C -1.21966 3.91270 0.63705  -0.05
C -3.51574 2.70146 0.81987  0.00
C -3.83965 1.39826 1.13518  -0.29
C -5.19305 0.79343 1.31222  -0.03
H 0.31319 -4.81108 -0.78898  0.07
H 1.20787 -3.36106 -0.32229  0.08
H 0.39399 -3.41197 -1.86816  0.07
H -2.53468 -4.66126 -0.62857  0.10
H -4.81317 -3.91361 0.57362  0.08
H -5.01708 -2.17417 0.39416  0.07
H -4.60435 -2.84542 1.96293  0.07
H -3.55361 -0.97051 2.45232  0.09
H 2.36323 0.28874 3.16175  0.04
H 2.49365 -0.98939 4.36519  0.08
H 2.14274 0.66045 4.87166  0.08
H -0.21944 -0.77076 6.06566  0.10
H -2.85841 -1.33059 6.03695  0.07
H -3.36667 -2.10660 4.53452  0.08
H -3.69819 -0.40112 4.79189  0.08
H -0.17433 3.61810 0.58921  0.05
H -1.34617 4.57667 1.49520  0.08
H -1.44074 4.48779 -0.26468  0.07
H -4.19918 3.52046 0.66734  0.10
H -5.94679 1.57991 1.27096  0.08
H -5.28793 0.27450 2.26480  0.07
H -5.41707 0.07224 0.52553  0.07
O 0.22823 -0.37407 -3.54817  0.03
B 0.75905 -0.62596 -2.22314  -0.42
O 2.02041 -1.33565 -2.48976  0.02
C 2.17910 -1.44087 -3.83220  -0.26
C 3.21762 -2.00865 -4.53705  -0.01
C 3.13457 -1.96924 -5.93363  -0.12
C 2.04998 -1.38156 -6.57473  -0.12
C 1.00116 -0.81071 -5.84477  -0.01
C 1.09814 -0.85909 -4.47240  -0.26
H 4.05818 -2.45529 -4.02322  0.11
H 3.93056 -2.40162 -6.52716  0.09
H 2.01509 -1.36351 -7.65692  0.09
H 0.15099 -0.34424 -6.32435  0.11
N 1.21727 2.99890 -4.68626  0.13
N 0.47075 2.74504 -3.53072  -0.29
N -0.83438 2.62174 -3.55760  0.14
C -1.07204 2.32120 -2.29008  -0.21
N 0.04926 2.28434 -1.55174  -0.02
N 1.03227 2.57585 -2.36973  0.10
H 1.24922 4.00960 -4.78347  0.09
H 2.15247 2.67385 -4.45726  0.10
H -2.05177 2.12115 -1.89079  0.11
N 8.04404 2.20940 1.56853  0.11
C 6.94208 1.93892 1.37229  -0.21
C 5.55420 1.59829 1.12611  -0.27
C 4.57352 2.58286 1.20181  -0.07
C 3.24878 2.23744 0.96210  -0.17
C 2.81797 0.93587 0.64474  -0.23
C 3.86176 -0.00723 0.57198  -0.17
C 5.19936 0.29125 0.80584  -0.07
H 4.85277 3.60173 1.44476  0.10
H 2.52667 3.04988 1.03497  0.07
H 3.64810 -1.04179 0.30703  0.08
H 5.96481 -0.47297 0.73749  0.10

Output
Net charge = -1
Gap between HOMO and LUMO = 6.75 eV
E_LUMO = 0.087 Ha
E = -2659.9684 Eh